[1]
Density functional theory data (ωB97M-V/def2-TZVPD) for a cluster of 9 separate species, C41H106N8O17 in total at a distorted geometry.

Calculated values
**Charge**: 0
**Frontier orbital gap**: 0.3280 Ha
**Relative energy (zero: lowest compared OMol25 entry of this formula, charge and spin)**: 340.3 kJ/mol
**Spin multiplicity**: 1

Element x y z (Å)
C -1.77 -10.99 -21.33
O -1.50 -10.51 -20.02
C -2.60 -9.73 -19.56
C -2.35 -9.36 -18.07
N -1.66 -10.47 -17.40
C -2.46 -11.61 -16.95
C -1.57 -12.80 -16.59
O -1.42 -13.52 -17.82
C -2.50 -14.35 -18.22
H -1.03 -11.75 -21.59
H -1.74 -10.19 -22.08
H -2.80 -11.36 -21.42
H -3.58 -10.19 -19.75
H -2.67 -8.86 -20.23
H -3.28 -9.22 -17.52
H -1.69 -8.50 -18.06
H -1.08 -10.91 -18.10
H -3.17 -11.90 -17.73
H -2.99 -11.27 -16.05
H -2.04 -13.51 -15.90
H -0.62 -12.39 -16.26
H -2.98 -13.91 -19.10
H -3.27 -14.49 -17.45
H -2.09 -15.31 -18.51
C -0.99 -21.97 -27.02
O -1.53 -21.31 -25.88
C -1.27 -19.94 -25.96
C -1.89 -19.14 -24.79
N -3.29 -19.45 -24.60
C -3.92 -18.56 -23.64
C -3.31 -18.63 -22.21
O -3.93 -17.67 -21.38
C -3.60 -17.77 -20.01
H 0.07 -21.75 -27.11
H -1.62 -21.61 -27.85
H -1.16 -23.04 -26.97
H -1.70 -19.51 -26.87
H -0.19 -19.77 -25.95
H -1.68 -18.09 -24.99
H -1.33 -19.50 -23.91
H -3.38 -20.40 -24.27
H -5.01 -18.61 -23.59
H -3.87 -17.52 -23.99
H -2.26 -18.35 -22.27
H -3.49 -19.65 -21.83
H -4.05 -18.69 -19.62
H -3.99 -16.92 -19.44
H -2.52 -17.88 -19.92
C -7.60 -18.97 -22.03
O -7.22 -18.60 -20.70
C -8.18 -17.79 -20.06
C -7.51 -16.75 -19.16
N -6.97 -17.41 -17.97
C -7.05 -16.56 -16.79
C -5.92 -15.51 -16.75
O -4.73 -16.29 -16.70
C -4.07 -16.38 -15.45
H -8.00 -18.13 -22.58
H -8.31 -19.81 -21.98
H -6.73 -19.46 -22.46
H -8.95 -18.38 -19.55
H -8.73 -17.15 -20.76
H -8.15 -15.92 -18.89
H -6.68 -16.33 -19.73
H -5.96 -17.56 -17.98
H -7.03 -17.20 -15.89
H -8.06 -16.14 -16.72
H -6.09 -14.83 -15.91
H -5.91 -14.99 -17.71
H -3.67 -15.39 -15.22
H -3.14 -16.94 -15.59
H -4.72 -16.77 -14.66
C 2.28 -14.25 -10.96
O 1.00 -13.59 -10.78
C 1.11 -12.20 -10.94
C -0.14 -11.38 -10.63
N -1.40 -12.00 -11.03
C -2.00 -12.76 -9.94
C -3.02 -13.77 -10.45
O -2.39 -14.65 -11.36
C -3.18 -15.76 -11.76
H 1.94 -15.28 -10.97
H 2.86 -13.92 -10.10
H 2.89 -13.98 -11.82
H 1.37 -11.96 -11.98
H 1.93 -11.72 -10.39
H -0.06 -10.42 -11.13
H -0.19 -11.17 -9.56
H -1.30 -12.75 -11.71
H -2.65 -12.11 -9.33
H -1.28 -13.22 -9.24
H -3.82 -13.21 -10.95
H -3.43 -14.37 -9.63
H -2.60 -16.42 -12.39
H -4.15 -15.46 -12.18
H -3.42 -16.35 -10.86
C -11.37 -16.38 -16.82
O -11.92 -15.08 -16.65
C -11.59 -14.51 -15.38
C -12.50 -13.34 -15.07
N -13.89 -13.87 -14.99
C -14.85 -12.90 -14.51
C -14.67 -12.51 -13.03
O -13.60 -11.61 -12.82
C -13.88 -10.53 -11.95
H -12.11 -17.09 -16.44
H -10.42 -16.62 -16.34
H -11.43 -16.53 -17.90
H -10.54 -14.27 -15.24
H -11.92 -15.25 -14.64
H -12.46 -12.56 -15.83
H -12.18 -12.92 -14.12
H -14.11 -14.14 -15.94
H -15.87 -13.29 -14.52
H -14.69 -11.97 -15.08
H -14.64 -13.40 -12.41
H -15.67 -12.09 -12.82
H -13.10 -9.79 -12.03
H -14.20 -10.72 -10.92
H -14.70 -9.96 -12.41
C -12.61 -9.97 -21.03
O -12.47 -11.41 -20.98
C -12.37 -12.01 -19.69
C -10.91 -12.37 -19.44
N -10.19 -12.81 -20.64
C -10.50 -14.23 -20.94
C -9.97 -14.69 -22.29
O -11.07 -15.26 -22.99
C -10.68 -16.29 -23.90
H -11.70 -9.48 -20.69
H -13.46 -9.54 -20.49
H -12.78 -9.81 -22.09
H -13.08 -12.83 -19.62
H -12.67 -11.24 -18.97
H -10.82 -12.96 -18.52
H -10.48 -11.46 -19.00
H -10.68 -12.26 -21.34
H -11.58 -14.42 -20.93
H -10.12 -14.83 -20.11
H -9.11 -15.36 -22.19
H -9.60 -13.88 -22.93
H -11.52 -16.59 -24.52
H -10.19 -17.08 -23.33
H -10.02 -15.83 -24.65
N -5.56 -20.68 -19.68
C -6.13 -21.29 -18.60
N -6.94 -20.52 -17.83
O -5.93 -22.47 -18.31
H -5.01 -21.21 -20.33
H -6.14 -19.91 -20.03
H -7.52 -21.10 -17.24
H -7.28 -19.59 -18.02
O -5.32 -11.48 -20.57
C -6.25 -11.91 -19.56
C -6.96 -13.19 -20.00
O -7.92 -13.56 -19.00
H -5.54 -10.55 -20.66
H -5.71 -12.12 -18.64
H -7.03 -11.19 -19.29
H -6.32 -14.08 -20.08
H -7.45 -13.28 -20.97
H -8.79 -13.51 -19.42
O -0.30 -17.17 -15.43
C 0.95 -16.86 -16.02
C 1.60 -15.62 -15.32
O 1.87 -14.50 -16.18
H -0.19 -17.74 -14.67
H 1.55 -17.77 -16.09
H 0.74 -16.50 -17.03
H 2.45 -15.92 -14.71
H 0.86 -15.18 -14.64
H 0.99 -14.20 -16.43

Löwdin population analysis, charges in e, atoms 1 to 5: number 1, C, carries -0.093; number 2, O, carries -0.201; number 3, C, carries -0.211; number 4, C, carries -0.165; number 5, N, carries -0.074


[2]
Density functional theory data (ωB97M-V/def2-TZVPD) for a cluster of 19 separate species, C41H123N6O19 in total at a distorted geometry.

Calculated values
**Charge**: -1
**Frontier orbital gap**: 0.2166 Ha
**Relative energy (zero: lowest compared OMol25 entry of this formula, charge and spin)**: 260.1 kJ/mol
**Spin multiplicity**: 1

Element x y z (Å)
C -2.68 -0.34 1.55
C -1.24 -0.84 1.94
C -0.85 -2.02 1.00
C -0.47 -1.63 -0.47
C 0.62 -0.54 -0.42
C 0.31 0.62 0.54
N -0.11 0.12 1.89
O -0.26 1.05 2.92
C -0.65 1.68 -0.14
C 1.67 1.31 0.69
C -1.35 -1.59 3.33
H -3.44 -1.07 1.82
H -2.80 -0.01 0.52
H -3.01 0.56 2.07
H -1.58 -2.84 1.03
H 0.06 -2.54 1.29
H -1.32 -1.09 -0.90
H -0.26 -2.57 -0.98
H 0.67 -0.12 -1.42
H 1.55 -1.07 -0.20
H -1.56 1.20 -0.50
H -0.27 2.13 -1.06
H -0.83 2.59 0.44
H 2.08 1.73 -0.23
H 2.42 0.65 1.13
H 1.74 2.07 1.48
H -0.45 -2.17 3.52
H -2.14 -2.35 3.31
H -1.46 -0.90 4.17
C 5.31 2.23 0.35
C 6.39 2.50 1.44
C 6.24 3.87 2.10
O 6.57 4.98 1.19
C 7.99 5.15 0.87
N 6.31 1.45 2.48
H 5.15 3.16 -0.19
H 4.36 2.05 0.86
H 5.52 1.47 -0.39
H 7.39 2.38 1.01
H 6.92 4.05 2.94
H 5.21 3.98 2.43
H 8.50 5.39 1.80
H 8.12 5.99 0.19
H 8.49 4.30 0.40
H 6.38 0.56 2.00
H 5.34 1.47 2.77
C 5.90 4.21 -6.27
C 6.22 2.73 -5.96
C 5.09 2.07 -5.18
O 4.75 2.80 -4.02
C 3.91 2.12 -3.05
N 6.49 2.10 -7.23
H 4.97 4.34 -6.82
H 6.75 4.71 -6.74
H 5.78 4.66 -5.28
H 7.10 2.67 -5.33
H 5.45 1.06 -4.98
H 4.19 2.00 -5.79
H 4.39 1.26 -2.57
H 2.96 1.89 -3.52
H 3.77 2.90 -2.30
H 5.91 2.50 -7.95
H 6.13 1.16 -7.14
C -1.23 -3.84 -4.15
C -1.55 -2.67 -5.18
C -0.25 -2.19 -5.96
O 0.63 -1.40 -5.20
C 0.16 -0.13 -4.85
N -2.57 -3.19 -6.07
H -2.07 -4.10 -3.50
H -0.56 -3.48 -3.37
H -0.79 -4.67 -4.70
H -1.90 -1.79 -4.63
H -0.47 -1.72 -6.92
H 0.42 -2.99 -6.28
H -0.79 0.09 -5.35
H 0.95 0.58 -5.09
H 0.09 -0.04 -3.77
H -2.16 -3.61 -6.90
H -3.14 -2.49 -6.52
C 5.01 -2.01 -3.78
C 4.10 -2.20 -2.48
C 2.80 -2.97 -2.85
O 2.99 -4.32 -3.45
C 1.87 -5.03 -3.97
N 4.85 -2.97 -1.56
H 5.22 -3.03 -4.11
H 6.00 -1.57 -3.63
H 4.54 -1.39 -4.55
H 3.76 -1.22 -2.13
H 2.25 -2.30 -3.51
H 2.21 -3.26 -1.98
H 2.09 -6.03 -4.34
H 1.51 -4.39 -4.78
H 1.04 -5.14 -3.26
H 4.24 -3.28 -0.81
H 5.11 -3.84 -2.01
C -7.76 4.35 3.45
C -7.54 2.87 3.27
C -6.17 2.58 2.64
O -6.26 2.88 1.23
C -5.08 2.50 0.57
N -7.53 2.43 4.67
H -7.02 4.83 4.08
H -8.72 4.52 3.95
H -7.87 4.95 2.54
H -8.31 2.39 2.66
H -6.05 1.50 2.69
H -5.38 3.16 3.12
H -4.17 2.95 0.95
H -5.21 2.88 -0.45
H -4.91 1.43 0.53
H -6.67 2.80 5.04
H -8.25 2.90 5.21
C -2.50 4.73 -1.82
C -2.84 5.62 -0.67
O -2.23 5.08 0.51
H -1.45 4.57 -2.08
H -3.14 4.94 -2.67
H -2.81 3.73 -1.50
H -3.92 5.77 -0.58
H -2.34 6.58 -0.80
H -1.32 5.39 0.49
C 2.37 5.00 0.22
C 1.41 5.06 1.37
O 0.37 6.02 1.17
H 3.08 4.18 0.32
H 2.98 5.89 0.09
H 1.91 4.90 -0.76
H 1.95 5.38 2.26
H 0.98 4.06 1.45
H 0.70 6.86 1.49
C -1.04 -5.76 -0.93
C 0.25 -5.38 -0.23
O 0.81 -6.65 0.13
H -1.81 -4.99 -0.96
H -1.50 -6.55 -0.33
H -0.97 -6.07 -1.98
H 0.09 -4.76 0.65
H 0.96 -4.82 -0.85
H 1.29 -6.95 -0.64
C -5.02 -0.90 5.35
C -6.08 -1.91 5.75
O -7.00 -2.07 4.65
H -5.52 0.07 5.24
H -4.38 -1.13 4.50
H -4.33 -0.83 6.19
H -6.54 -1.59 6.68
H -5.63 -2.88 5.95
H -6.89 -3.02 4.56
C -1.02 -5.21 4.05
C -0.70 -6.52 4.77
O 0.48 -7.06 4.33
H -0.29 -4.41 4.19
H -1.98 -4.80 4.35
H -1.10 -5.44 2.99
H -1.35 -7.33 4.45
H -0.63 -6.48 5.86
H 1.18 -6.43 4.53
C -3.87 -2.10 -2.16
C -5.34 -1.95 -1.95
O -6.01 -2.21 -3.19
H -3.41 -1.59 -1.31
H -3.59 -1.54 -3.05
H -3.58 -3.15 -2.23
H -5.54 -0.94 -1.60
H -5.71 -2.61 -1.17
H -6.96 -2.07 -3.11
O 1.85 2.59 4.40
H 2.75 2.26 4.37
H 1.41 2.14 3.68
O -2.02 3.16 3.11
H -1.28 2.56 3.20
H -2.13 3.25 2.16
O -6.20 -1.87 1.80
H -6.12 -1.41 2.64
H -6.74 -1.30 1.26
O -0.69 -2.19 6.26
H 0.24 -2.32 6.08
H -1.13 -2.44 5.44
O 2.47 -1.46 2.62
H 1.69 -1.10 2.21
H 2.35 -1.29 3.55
O -0.87 0.79 6.02
H -0.62 -0.13 5.96
H -0.68 1.15 5.16
O 3.42 -3.25 0.75
H 3.04 -2.47 1.15
H 3.04 -3.98 1.24

Löwdin population analysis, charges in e, atoms 1 to 5: number 1, C, carries -0.021; number 2, C, carries -0.422; number 3, C, carries -0.149; number 4, C, carries -0.148; number 5, C, carries -0.139


[3]
Density functional theory data (ωB97M-V/def2-TZVPD) for a structure of composition C41H23F17N3O4SeTi at a distorted geometry.

Calculated values
**Charge**: -1
**Frontier orbital gap**: 0.2677 Ha
**Relative energy (zero: lowest compared OMol25 entry of this formula, charge and spin)**: 140.2 kJ/mol
**Spin multiplicity**: 1

Element x y z (Å)
Ti 0.43 0.05 0.17
C 6.69 0.51 3.26
C 5.33 0.77 2.68
C 4.45 1.68 3.26
C 3.19 1.88 2.76
C 2.70 1.17 1.64
N 1.42 1.34 1.17
C 0.58 2.10 2.00
C 0.69 3.49 1.99
C 0.02 4.26 2.91
C -0.77 3.67 3.89
C -1.43 4.50 4.94
C -0.94 2.29 3.87
C -0.31 1.50 2.92
C -0.52 -0.02 2.87
O -0.09 -0.60 1.72
C -2.00 -0.48 2.97
F -2.08 -1.79 3.23
F -2.60 -0.29 1.79
F -2.77 0.11 3.90
C 0.26 -0.66 4.06
F 1.51 -0.20 4.12
F -0.30 -0.38 5.25
F 0.35 -1.98 3.98
C 3.61 0.26 1.05
C 4.88 0.08 1.56
C 3.14 -0.57 -0.14
O 1.85 -1.00 -0.03
C 3.24 0.31 -1.41
F 4.48 0.74 -1.70
F 2.78 -0.31 -2.51
F 2.48 1.41 -1.25
C 3.96 -1.86 -0.37
F 4.08 -2.57 0.76
F 3.36 -2.64 -1.27
F 5.22 -1.68 -0.83
H 6.80 1.02 4.21
H 7.48 0.85 2.58
H 6.83 -0.56 3.42
H 4.77 2.26 4.12
H 2.55 2.59 3.26
H 1.35 3.94 1.26
H 0.14 5.34 2.89
H -0.78 5.32 5.25
H -1.69 3.90 5.81
H -2.35 4.94 4.55
H -1.55 1.84 4.63
H 5.56 -0.62 1.10
O 0.21 0.04 -1.78
C -0.43 -1.04 -1.78
N -0.69 -1.81 -2.85
C -1.67 -2.82 -2.49
C -1.67 -2.62 -0.91
O -2.26 -3.34 -0.15
N -0.93 -1.53 -0.64
C -3.02 -2.40 -3.03
C -3.48 -1.12 -2.74
C -4.71 -0.69 -3.20
C -5.48 -1.53 -3.99
C -5.01 -2.78 -4.32
C -3.79 -3.22 -3.84
C -1.24 -4.23 -2.77
C -2.06 -5.27 -2.33
C -1.68 -6.59 -2.52
C -0.49 -6.88 -3.16
C 0.33 -5.85 -3.60
C -0.03 -4.53 -3.39
H -0.59 -1.48 -3.80
H -2.89 -0.44 -2.14
H -5.05 0.30 -2.96
H -6.45 -1.20 -4.34
H -5.60 -3.42 -4.97
H -3.43 -4.20 -4.12
H -2.97 -5.04 -1.81
H -2.31 -7.39 -2.18
H -0.18 -7.91 -3.30
H 1.26 -6.07 -4.10
H 0.63 -3.74 -3.68
F -1.63 6.77 -3.27
C -1.66 5.63 -2.56
C -2.76 5.33 -1.75
F -3.78 6.20 -1.69
C -2.79 4.16 -1.02
F -3.86 3.91 -0.26
C -1.73 3.23 -1.05
Se -1.75 1.61 -0.06
C -0.64 3.57 -1.87
F 0.39 2.71 -1.91
C -0.60 4.73 -2.61
F 0.46 5.01 -3.40

Löwdin population analysis, charges in e, atoms 1 to 5: number 1, Ti, carries 1.002; number 2, C, carries -0.057; number 3, C, carries -0.272; number 4, C, carries -0.039; number 5, C, carries -0.002